Record 1
C22H24F5N4O4Rh | wB97M-V/def2-TZVPD

Each line ends with the Löwdin charge.
Geometry (Å):
Rh  -1.161634  -0.105825  0.511263  1.179
C  0.406080  -1.716488  2.584723  -0.087
N  -0.233228  -1.825324  1.250764  -0.335
C  -1.262364  -2.885772  1.330183  -0.054
C  0.852202  -2.152093  0.280319  -0.165
C  0.478673  -1.735324  -1.117512  -0.205
N  0.051383  -0.344148  -1.003896  -0.107
C  -0.386110  0.336303  -2.109202  -0.167
C  -1.081748  1.546943  -1.940523  -0.142
F  -1.351968  1.959825  -0.669718  0.045
C  -1.558084  2.297240  -2.988466  -0.223
F  -2.223156  3.426144  -2.718828  0.102
C  -1.374503  1.896945  -4.298391  0.067
C  -0.701735  0.708000  -4.495012  -0.217
F  -0.493701  0.263921  -5.739148  0.101
C  -0.227604  -0.062814  -3.448410  -0.139
F  0.422530  -1.197112  -3.760157  0.087
H  0.888221  -2.672498  2.811446  0.100
H  -0.347906  -1.490551  3.332413  0.084
H  1.138736  -0.916529  2.572527  0.088
H  -0.799330  -3.808854  1.690679  0.100
H  -1.702989  -3.046794  0.349687  0.079
H  -2.038314  -2.567156  2.023462  0.104
H  1.097005  -3.215379  0.357420  0.134
H  1.723149  -1.574287  0.586312  0.126
H  -0.302654  -2.376115  -1.542820  0.119
H  1.360459  -1.829553  -1.751597  0.126
H  -1.743179  2.481782  -5.126624  0.136
C  0.190957  2.865129  4.815576  -0.055
C  -1.052907  2.023225  4.502601  -0.635
C  -2.296321  2.920190  4.462531  -0.053
C  -1.234271  0.943410  5.576319  -0.059
C  -0.877837  1.380737  3.190643  -0.115
C  -0.704834  0.865917  2.106692  -0.142
H  0.087332  3.327392  5.799892  0.084
H  0.319645  3.653450  4.074392  0.086
H  1.088124  2.245771  4.816399  0.083
H  -2.474533  3.356812  5.447833  0.083
H  -3.175621  2.346862  4.169684  0.086
H  -2.164487  3.729225  3.744086  0.086
H  -1.352757  1.407372  6.557707  0.083
H  -0.367600  0.281234  5.614415  0.080
H  -2.120421  0.340815  5.373039  0.085
F  -3.891134  -2.974599  -4.898198  0.096
C  -4.267210  -3.117236  -3.625319  -0.186
C  -4.526721  -2.061190  -2.850878  0.043
N  -4.950592  -2.192585  -1.545194  -0.004
C  -4.956688  -1.026374  -0.681184  -0.029
C  -3.560156  -0.686526  -0.187691  -0.599
O  -3.426570  0.083031  0.789194  -0.027
O  -2.563460  -1.185658  -0.798008  -0.080
C  -5.026273  -3.431144  -0.938057  -0.471
O  -5.281016  -3.580781  0.237832  0.090
N  -4.787644  -4.498957  -1.780574  0.220
C  -4.378212  -4.479634  -3.112020  -0.398
O  -4.146550  -5.493013  -3.725468  0.110
H  -4.430432  -1.051511  -3.224101  0.152
H  -5.604464  -1.203688  0.172250  0.137
H  -5.349823  -0.178024  -1.242994  0.143
H  -4.870675  -5.410766  -1.353808  0.169

Cartesian forces, eV/Å:
Rh -1.00 -0.95 -0.12
C -0.14 -0.02 0.02
N -0.02 0.29 0.11
C 0.12 -0.07 -0.22
C 0.01 -0.05 -0.01
C -0.14 0.04 0.08
N 0.94 0.20 0.14
C -0.17 -0.02 -0.13
C 0.01 -0.23 -0.22
F -0.08 -0.03 0.12
C 0.04 0.00 -0.03
F -0.02 0.03 0.00
C 0.02 -0.04 0.02
C 0.00 0.03 0.07
F -0.01 0.01 -0.03
C -0.01 0.23 0.09
F 0.03 -0.06 -0.02
H 0.00 0.00 0.01
H 0.01 -0.01 0.01
H -0.02 0.00 0.02
H -0.04 -0.01 0.00
H 0.01 -0.01 0.02
H -0.01 -0.01 -0.01
H -0.03 0.00 -0.03
H -0.01 0.02 0.00
H -0.05 0.01 0.07
H -0.02 0.02 -0.01
H 0.00 0.01 -0.01
C -0.04 0.01 0.07
C -0.01 0.01 -0.03
C 0.01 0.04 0.03
C 0.01 -0.02 0.02
C 0.22 -0.01 -0.20
C 0.41 0.44 0.08
H 0.00 0.01 0.00
H 0.00 0.00 -0.02
H 0.01 -0.01 0.01
H 0.00 0.01 0.00
H -0.01 -0.01 0.01
H 0.00 -0.01 -0.02
H 0.00 0.01 0.00
H 0.01 0.00 -0.01
H 0.00 0.00 -0.01
F 0.01 0.02 0.01
C -0.04 0.03 0.11
C -0.01 -0.09 -0.17
N 0.04 -0.02 0.04
C -0.01 -0.01 -0.04
C -0.02 0.01 0.11
O -0.12 -0.03 0.11
O -0.01 0.20 -0.05
C 0.03 -0.02 0.02
O 0.04 0.03 0.03
N -0.03 0.00 0.01
C 0.05 0.05 -0.11
O -0.03 -0.01 0.03
H 0.03 0.01 -0.01
H 0.01 -0.03 -0.02
H 0.02 0.04 0.05
H 0.01 0.00 0.01

Computed properties:
- E_tot (a.u.) = -1982.5214
- highest occupied orbital energy (spin up / spin down) (eV) = -7.94 / -7.94
- energy relative to the best compared isomer or geometry (same formula, charge and spin) (kJ/mol) = 116.0
- Kohn-Sham gap (spin up / spin down) (eV) = 7.24 / 7.24
- spin multiplicity = 1

Record 2
C3H7N2PS | wB97M-V/def2-TZVPD

Each line ends with the Löwdin charge.
Geometry (Å):
C  1.279650  -0.982842  1.184812  -0.319
P  1.381356  0.199942  0.033625  0.256
C  0.735910  -0.329266  -1.581308  -0.292
S  2.843747  1.515494  0.055029  0.121
H  0.241396  -1.494149  1.317848  0.034
H  1.997032  -0.735154  2.043030  0.020
H  1.527376  -0.556964  -2.302338  0.042
H  0.052306  -1.219582  -1.669753  0.066
H  0.225749  0.556200  -2.005480  0.030
N  -0.528291  1.946061  0.035018  0.120
C  -1.606722  1.534856  0.360589  -0.337
N  -2.629329  0.889220  0.483281  0.190
H  -0.158203  2.762009  0.320999  0.036
H  -2.885768  0.450645  1.286317  0.032

Cartesian forces, eV/Å:
C -1.22 0.51 1.24
P 1.73 -0.70 -0.38
C -1.17 0.18 -1.13
S -0.96 -0.56 -0.25
H 2.33 0.51 -0.14
H -1.54 -0.71 -0.94
H 0.38 0.17 0.55
H 0.52 0.95 0.83
H 0.09 -0.49 0.13
N -0.08 -2.23 -1.24
C -1.70 -1.77 0.41
N 0.82 2.16 -2.69
H 1.57 3.48 0.94
H -0.78 -1.51 2.68

Computed properties:
- E_tot (a.u.) = -967.4868
- SMILES string = C=P(C)=S.N=C=N
- highest occupied orbital energy (eV) = -8.28
- energy relative to the best compared isomer or geometry (same formula, charge and spin) (kJ/mol) = 187.9
- Kohn-Sham gap (eV) = 8.37
- spin multiplicity = 1